A 3-piece molecular cluster, C4H13NO2 overall at a distorted geometry. Source: OMol25; level of theory: wB97M-V/def2-TZVPD.

Geometry as XYZ:
```
20
Properties=species:S:1:pos:R:3:forces:R:3
C 2.394 -0.054 -1.163 0.6 2.4 1.4
C 1.899 0.342 0.319 0.2 -0.4 -3.0
C 0.404 0.669 0.197 1.7 -2.5 0.8
C -0.245 0.466 1.433 -1.8 1.2 -0.7
N -1.569 0.585 1.629 0.2 2.3 -0.7
H 2.282 0.841 -1.842 -0.6 -1.2 0.4
H 3.485 -0.033 -1.042 -0.2 -1.1 -0.4
H 1.915 -0.992 -1.472 0.5 0.4 -0.3
H 2.524 1.189 0.665 -0.5 -0.3 0.1
H 2.165 -0.587 0.888 -0.8 1.0 0.3
H -0.010 0.493 -0.826 -0.2 1.1 1.1
H 0.409 0.244 2.278 -0.5 -0.1 0.0
H -1.867 0.709 2.575 -0.1 -0.6 0.9
H -2.213 1.203 1.021 1.4 -1.9 0.0
H -1.139 -2.604 -0.539 -1.0 1.1 -1.5
H -0.836 -1.423 0.089 0.4 1.3 1.1
O -1.311 -1.624 -0.700 0.9 -3.3 0.5
H -3.511 0.237 -1.366 -1.0 0.0 -0.3
H -2.086 -0.267 -1.077 -2.1 2.6 -0.1
O -2.691 0.605 -1.065 2.6 -2.1 0.4
```
Positions in Å, forces in eV/Å.

<S²>	0.763
max |F|	0.0665	hartree/bohr
Kohn-Sham gap (alpha / beta)	10.408 / 7.512	eV
spin multiplicity	2
total energy	-9934.5479	eV
energy relative to the best compared isomer or geometry (same formula, charge and spin)	155.1	kJ/mol
HOMO (alpha / beta)	-14.658 / -14.708	eV
net charge	+1

Charge distribution, Mulliken scheme, values in e: number 1, C, carries -1.321; number 2, C, carries -0.421; number 3, C, carries -0.038; number 4, C, carries -0.494; number 5, N, carries -0.203; number 6, H, carries 0.347; number 7, H, carries 0.404; number 8, H, carries 0.385; number 9, H, carries 0.397; number 10, H, carries 0.350; number 11, H, carries 0.476; number 12, H, carries 0.400; number 13, H, carries 0.289; number 14, H, carries 0.337; number 15, H, carries 0.391; number 16, H, carries 0.238; number 17, O, carries -0.621; number 18, H, carries 0.318; number 19, H, carries 0.430; number 20, O, carries -0.663


C23H16CeF6N7O4S2 as an isolated structure at a distorted geometry. Source: OMol25; level of theory: wB97M-V/def2-TZVPD.

Geometry as XYZ:
```
59
Properties=species:S:1:pos:R:3:forces:R:3
Ce 10.164 10.020 11.119 -1.1 -0.3 -1.6
N 13.428 9.292 7.807 0.3 0.5 0.4
C 12.311 9.546 8.433 -0.4 -0.2 0.7
N 12.194 9.513 9.789 -0.2 0.8 -1.3
C 13.347 9.320 10.529 0.6 -1.0 -0.5
N 13.304 9.389 11.835 -0.3 0.7 -0.6
N 12.149 10.053 12.166 0.2 -0.1 2.8
C 12.020 10.356 13.445 1.6 0.6 0.2
C 10.955 11.213 13.955 -1.6 -0.1 -0.8
C 10.793 11.588 15.293 -1.3 -0.8 -0.9
C 9.535 12.171 15.608 1.5 -0.1 -1.7
C 8.629 12.489 14.604 0.5 0.2 1.1
C 8.910 12.223 13.268 0.4 -0.2 1.8
N 9.991 11.532 12.976 1.9 -0.3 0.4
C 14.591 9.001 9.847 0.9 -0.4 1.4
C 15.780 8.716 10.602 -0.5 0.6 -1.3
C 16.961 8.543 9.856 -0.7 0.1 2.7
C 16.977 8.653 8.490 2.0 -0.5 -1.2
C 15.856 8.907 7.764 -1.4 0.8 0.5
C 14.646 9.076 8.461 0.5 -0.6 0.0
H 13.460 9.329 6.809 -0.2 0.1 -0.7
H 11.447 9.777 7.800 0.2 -0.2 0.5
H 12.879 10.108 14.128 -1.0 0.0 -0.7
H 11.465 11.234 16.067 0.2 0.4 -0.1
H 9.340 12.483 16.592 -0.3 0.1 1.2
H 7.763 12.996 14.977 -0.6 0.2 -0.5
H 8.273 12.579 12.505 -0.6 0.0 -0.9
H 15.669 8.742 11.699 0.6 -0.2 -0.8
H 17.899 8.410 10.391 -0.2 -0.2 -0.1
H 17.967 8.518 7.975 -1.2 0.3 0.5
H 15.921 9.186 6.740 0.0 -0.3 -0.9
F 10.043 6.698 12.967 -1.8 0.0 0.1
C 8.657 6.456 12.919 2.6 0.4 -0.9
F 8.501 5.478 12.045 -0.5 0.1 0.9
F 8.238 6.241 14.127 -0.4 -0.1 -0.6
S 7.929 7.996 12.084 0.3 -0.7 0.8
O 8.568 9.136 12.789 -0.4 0.5 0.5
O 6.534 7.807 11.932 0.6 0.5 0.1
N 8.848 8.156 10.778 -0.8 -0.3 -1.8
S 8.335 8.192 9.173 0.9 -0.1 1.0
O 9.413 8.961 8.609 1.1 0.1 0.1
O 7.039 8.690 8.996 -1.0 -0.4 0.0
C 8.547 6.393 8.798 -2.0 -2.3 -0.9
F 8.441 6.096 7.484 1.1 1.0 1.5
F 9.642 5.924 9.385 -0.2 0.6 -0.9
F 7.477 5.803 9.372 0.7 0.7 0.1
N 9.315 11.658 9.562 0.7 -0.8 1.4
C 8.820 12.500 8.951 -0.2 0.5 -0.3
C 8.271 13.463 8.129 -1.8 1.3 -1.8
C 6.822 13.641 8.012 2.0 -0.5 0.1
C 6.350 14.409 6.968 -1.0 -0.3 0.8
C 7.203 15.081 6.099 1.2 -0.6 -0.9
C 8.617 14.919 6.149 -1.9 -1.4 2.3
C 9.125 14.104 7.168 0.3 0.3 0.7
H 6.123 13.132 8.685 0.4 0.1 -0.3
H 5.242 14.393 6.895 0.9 0.6 -0.4
H 6.787 15.602 5.247 -0.1 0.3 0.1
H 9.294 15.324 5.461 0.6 0.8 -0.9
H 10.221 14.024 7.315 -0.8 -0.1 -0.3
```
Positions in Å, forces in eV/Å.

max |F|	0.0647	hartree/bohr
Kohn-Sham gap (alpha / beta)	5.213 / 5.214	eV
total energy	-93607.9558	eV
energy relative to the best compared isomer or geometry (same formula, charge and spin)	0.0	kJ/mol
HOMO (alpha / beta)	-17.012 / -17.012	eV
net charge	+3

Charge distribution, Mulliken scheme, values in e: number 1, Ce, carries 0.497; number 2, N, carries 0.142; number 3, C, carries -0.493; number 4, N, carries -0.023; number 5, C, carries 0.646; number 6, N, carries -1.082; number 7, N, carries 0.650; number 8, C, carries -0.268; number 9, C, carries 0.836; number 10, C, carries -0.802; number 11, C, carries -0.371; number 12, C, carries -0.833; number 13, C, carries 0.169; number 14, N, carries -0.032; number 15, C, carries 0.560; number 16, C, carries -0.408; number 17, C, carries -0.714; number 18, C, carries -0.357; number 19, C, carries -0.908; number 20, C, carries 0.258; number 21, H, carries 0.298; number 22, H, carries 0.606; number 23, H, carries 0.449; number 24, H, carries 0.440; number 25, H, carries 0.516; number 26, H, carries 0.448; number 27, H, carries 0.556; number 28, H, carries 0.475; number 29, H, carries 0.437; number 30, H, carries 0.380; number 31, H, carries 0.411; number 32, F, carries -0.241; number 33, C, carries 0.650; number 34, F, carries -0.158; number 35, F, carries -0.127; number 36, S, carries 0.910; number 37, O, carries -0.468; number 38, O, carries -0.510; number 39, N, carries -0.094; number 40, S, carries 0.888; number 41, O, carries -0.462; number 42, O, carries -0.507; number 43, C, carries 0.684; number 44, F, carries -0.165; number 45, F, carries -0.160; number 46, F, carries -0.198; number 47, N, carries -0.214; number 48, C, carries 0.495; number 49, C, carries 0.325; number 50, C, carries -0.338; number 51, C, carries -0.499; number 52, C, carries -0.359; number 53, C, carries -0.696; number 54, C, carries -0.269; number 55, H, carries 0.419; number 56, H, carries 0.364; number 57, H, carries 0.408; number 58, H, carries 0.478; number 59, H, carries 0.360


Among the records above, which one has the highest net charge?
C23H16CeF6N7O4S2


What did the first record say?
A 3-piece molecular cluster, C4H13NO2 overall at a distorted geometry. Source: OMol25; level of theory: wB97M-V/def2-TZVPD.

Geometry as XYZ:
```
20
Properties=species:S:1:pos:R:3:forces:R:3
C 2.394 -0.054 -1.163 0.6 2.4 1.4
C 1.899 0.342 0.319 0.2 -0.4 -3.0
C 0.404 0.669 0.197 1.7 -2.5 0.8
C -0.245 0.466 1.433 -1.8 1.2 -0.7
N -1.569 0.585 1.629 0.2 2.3 -0.7
H 2.282 0.841 -1.842 -0.6 -1.2 0.4
H 3.485 -0.033 -1.042 -0.2 -1.1 -0.4
H 1.915 -0.992 -1.472 0.5 0.4 -0.3
H 2.524 1.189 0.665 -0.5 -0.3 0.1
H 2.165 -0.587 0.888 -0.8 1.0 0.3
H -0.010 0.493 -0.826 -0.2 1.1 1.1
H 0.409 0.244 2.278 -0.5 -0.1 0.0
H -1.867 0.709 2.575 -0.1 -0.6 0.9
H -2.213 1.203 1.021 1.4 -1.9 0.0
H -1.139 -2.604 -0.539 -1.0 1.1 -1.5
H -0.836 -1.423 0.089 0.4 1.3 1.1
O -1.311 -1.624 -0.700 0.9 -3.3 0.5
H -3.511 0.237 -1.366 -1.0 0.0 -0.3
H -2.086 -0.267 -1.077 -2.1 2.6 -0.1
O -2.691 0.605 -1.065 2.6 -2.1 0.4
```
Positions in Å, forces in eV/Å.

<S²>	0.763
max |F|	0.0665	hartree/bohr
Kohn-Sham gap (alpha / beta)	10.408 / 7.512	eV
spin multiplicity	2
total energy	-9934.5479	eV
energy relative to the best compared isomer or geometry (same formula, charge and spin)	155.1	kJ/mol
HOMO (alpha / beta)	-14.658 / -14.708	eV
net charge	+1

Charge distribution, Mulliken scheme, values in e: number 1, C, carries -1.321; number 2, C, carries -0.421; number 3, C, carries -0.038; number 4, C, carries -0.494; number 5, N, carries -0.203; number 6, H, carries 0.347; number 7, H, carries 0.404; number 8, H, carries 0.385; number 9, H, carries 0.397; number 10, H, carries 0.350; number 11, H, carries 0.476; number 12, H, carries 0.400; number 13, H, carries 0.289; number 14, H, carries 0.337; number 15, H, carries 0.391; number 16, H, carries 0.238; number 17, O, carries -0.621; number 18, H, carries 0.318; number 19, H, carries 0.430; number 20, O, carries -0.663


What is the formula in the first record?
C4H13NO2